(P)
DFT (ωB97M-V with the def2-TZVPD basis set) results for the molecule C5H6N2O2S.

Element x y z (Å)
N  -2.95  1.32  -0.56
C  -1.98  0.44  -0.23
N  -0.87  0.94  0.20
C  0.06  -0.19  0.42
C  1.38  0.03  0.91
C  2.37  0.06  -0.21
O  3.16  0.94  -0.46
O  2.39  -1.13  -0.83
C  -0.55  -1.43  0.27
S  -2.22  -1.29  -0.25
H  -2.77  2.37  -0.37
H  -4.07  0.98  -0.70
H  1.28  1.07  1.42
H  1.65  -0.67  1.43
H  3.13  -1.07  -1.64
H  0.00  -2.37  0.61

Frontier orbital gap, eV: 8.63
SMILES string: Nc1nc(CC(=O)O)cs1
Multiplicity: 1
E_HOMO, eV: -8.13

What are the natural (NBO) partial charges on each atom? They are as follows, in elementary charge units: N -0.83; C 0.24; N -0.51; C 0.15; C -0.53; C 0.81; O -0.59; O -0.69; C -0.46; S 0.34; H 0.43; H 0.41; H 0.26; H 0.22; H 0.51; H 0.25

=====

(Q)
DFT (ωB97M-V with the def2-TZVPD basis set) results for the molecule C5H6N2O2S.

Element x y z (Å)
C  -2.17  -1.59  -2.58
C  -1.39  -1.43  -1.23
O  -1.31  -2.28  -0.37
N  -0.63  -0.30  -1.23
C  0.08  0.21  -0.19
N  -0.34  0.00  1.07
C  0.65  0.67  1.94
O  0.46  0.66  3.14
C  1.72  1.50  1.26
S  1.50  1.23  -0.54
H  -2.60  -2.37  -2.48
H  -2.96  -0.65  -2.75
H  -1.55  -1.68  -3.32
H  -0.78  0.22  -1.89
H  1.60  2.63  1.58
H  2.60  1.14  1.29

Frontier orbital gap, eV: 9.77
SMILES string: CC(=O)NC1=NC(=O)CS1
Multiplicity: 1
E_HOMO, eV: -9.65

What are the natural (NBO) partial charges on each atom? They are as follows, in elementary charge units: C -0.62; C 0.69; O -0.53; N -0.62; C 0.31; N -0.47; C 0.63; O -0.52; C -0.59; S 0.24; H 0.20; H 0.20; H 0.21; H 0.37; H 0.27; H 0.23

=====

Stability summary - winner: (P); margin: 30.4 kcal/mol.